Record 1
C38H21N8Ni | wB97M-V/def2-TZVPD

As for the HOMO-LUMO gap (spin up / spin down): 0.127 / 0.086 Eh. Its total charge is -1. As for the expectation value of S²: 2.09. The multiplicity is 3. For the energy, the calculation gives -92710.8107 eV. For the HOMO energy (spin up / spin down), the calculation gives -0.079 / -0.080 Ha. The calculation puts the max |F| at 4.377 eV Å⁻¹.

XYZ file:
```
68
C38H21N8Ni, DFT wB97M-V/def2-TZVPD
Ni -0.554 -0.185 -0.544
C -0.242 6.386 -0.018
C -0.075 6.333 -1.425
C -0.122 5.073 -2.060
C -0.372 3.938 -1.347
C -0.450 2.534 -1.688
N -0.684 1.733 -0.552
C -0.754 2.630 0.545
N -0.949 2.351 1.836
C -0.891 1.037 2.152
C -1.023 0.761 3.546
C -1.157 1.563 4.694
C -0.967 0.891 5.946
C -0.809 -0.491 6.001
C -0.899 -1.272 4.904
C -0.874 -0.645 3.664
C -0.749 -1.110 2.295
N -0.663 -2.363 1.878
C -0.541 -2.807 0.618
N -0.543 -1.999 -0.506
C -0.266 -2.853 -1.552
N -0.416 -2.587 -2.819
C -0.630 -1.349 -3.239
N -0.582 -0.265 -2.402
C -0.690 0.861 -3.214
N -0.456 2.127 -2.944
C -0.860 0.458 -4.576
C -0.987 1.205 -5.726
C -0.820 0.483 -6.961
C -0.540 -0.905 -6.914
C -0.644 -1.707 -5.763
C -0.837 -0.941 -4.592
C 0.050 -4.169 -1.055
C 0.417 -5.327 -1.651
C 0.608 -6.447 -0.822
C 0.315 -6.401 0.520
C -0.058 -5.228 1.165
C -0.174 -4.142 0.344
N -0.722 -0.041 1.373
C -0.548 4.007 0.062
C -0.530 5.228 0.705
H -0.013 7.350 0.538
H 0.085 7.180 -1.992
H 0.084 5.000 -3.087
H -1.211 2.642 4.615
H -1.058 1.423 6.867
H -0.571 -0.962 6.942
H -1.005 -2.358 4.937
H -1.216 2.260 -5.654
H -0.983 0.974 -7.914
H -0.197 -1.416 -7.823
H -0.584 -2.794 -5.739
H 0.417 -5.445 -2.710
H 1.069 -7.393 -1.223
H 0.491 -7.332 1.147
H -0.196 -5.144 2.216
H -0.584 5.347 1.748
C 2.820 0.559 3.576
C 2.500 1.619 2.790
C 2.261 1.433 1.431
C 2.107 0.164 0.947
C 2.376 -0.915 1.734
C 2.687 -0.746 3.089
H 3.113 0.828 4.593
H 2.344 2.589 3.290
H 2.041 2.292 0.833
H 2.241 -1.896 1.237
H 2.670 -1.628 3.731
```

---

Record 2
C4H9BO | wB97M-V/def2-TZVPD

As for the HOMO-LUMO gap (spin up / spin down): 0.195 / 0.195 Eh. Its total charge is 0. The multiplicity is 1. For the energy, the calculation gives -7011.9092 eV. For the HOMO energy (spin up / spin down), the calculation gives -0.254 / -0.254 Ha. Its energy relative to the best compared isomer or geometry (same formula, charge and spin) is 152.0 kcal/mol. The calculation puts the max |F| at 4.582 eV Å⁻¹.

XYZ file:
```
15
C4H9BO, DFT wB97M-V/def2-TZVPD
B 1.570 -0.204 -0.030
C 0.406 -1.185 -0.154
C -0.932 -0.931 0.610
C -1.680 0.275 -0.219
C 1.994 1.239 0.053
O -1.444 1.495 0.133
H 0.051 -0.825 -1.268
H 0.514 -2.209 -0.163
H -1.463 -1.789 0.526
H -0.920 -0.515 1.565
H -1.337 -0.030 -1.315
H -2.782 -0.101 -0.290
H 1.550 1.444 1.010
H 1.455 1.859 -0.532
H 3.017 1.478 0.073
```

---

Record 3
C3H2LiO2Pm | wB97M-V/def2-TZVPD

As for the HOMO-LUMO gap (spin up / spin down): 0.249 / 0.295 Eh. Its total charge is +3. As for the expectation value of S²: 9.02. The multiplicity is 6. For the energy, the calculation gives -23960.0061 eV. For the HOMO energy (spin up / spin down), the calculation gives -0.801 / -0.822 Ha. Its energy relative to the best compared isomer or geometry (same formula, charge and spin) is 47.4 kcal/mol. The calculation puts the max |F| at 6.851 eV Å⁻¹.

XYZ file:
```
9
C3H2LiO2Pm, DFT wB97M-V/def2-TZVPD
C 1.465 -0.714 -0.718
C 0.296 -1.206 -0.760
H 2.352 -1.300 -0.464
H -0.311 -1.678 -1.529
O -1.262 -0.507 0.281
C -1.485 0.675 -0.040
O -0.700 1.594 0.258
Li 1.334 1.361 -0.163
Pm -1.690 1.775 3.135
```

---

Record 4
C9H15NOS | wB97M-V/def2-TZVPD

As for the HOMO-LUMO gap: 0.327 Eh. Its total charge is 0. The multiplicity is 1. For the energy, the calculation gives -23944.1731 eV. For the HOMO energy, the calculation gives -0.335 Ha. Its energy relative to the best compared isomer or geometry (same formula, charge and spin) is 91.9 kcal/mol. The calculation puts the max |F| at 3.884 eV Å⁻¹.

XYZ file:
```
27
C9H15NOS, DFT wB97M-V/def2-TZVPD
C 0.039 0.063 -0.639
C -0.006 1.208 -1.311
C -0.526 -1.167 -1.268
C -0.009 2.340 -1.952
C -2.034 -1.318 -1.101
C 1.688 1.320 0.927
C 1.946 -1.076 0.451
C 0.094 -0.272 1.944
C 0.849 0.024 0.670
N -3.325 0.986 0.681
O -2.386 -1.478 0.267
S -2.984 -0.275 1.301
H -0.237 -1.168 -2.308
H -0.099 -2.144 -0.816
H -0.706 3.048 -2.049
H 0.820 2.531 -2.522
H -2.502 -0.322 -1.442
H -2.378 -2.305 -1.576
H 2.009 1.583 -0.078
H 1.230 2.210 1.314
H 2.639 1.029 1.355
H 1.467 -1.947 0.782
H 2.737 -0.919 1.139
H 2.328 -1.223 -0.524
H 0.602 0.184 2.815
H -0.434 -1.287 2.130
H -0.822 0.378 1.810
```

---

Record 5
C4H10N2O2Sn | wB97M-V/def2-TZVPD

As for the HOMO-LUMO gap: 0.222 Eh. Its total charge is +2. The multiplicity is 1. For the energy, the calculation gives -17198.2788 eV. For the HOMO energy, the calculation gives -0.642 Ha. Its energy relative to the best compared isomer or geometry (same formula, charge and spin) is 39.6 kcal/mol. The calculation puts the max |F| at 8.252 eV Å⁻¹.

XYZ file:
```
19
C4H10N2O2Sn, DFT wB97M-V/def2-TZVPD
Sn 4.795 22.647 -10.706
O 6.676 24.017 -8.832
C 7.346 24.979 -8.808
N 7.726 25.582 -9.901
C 7.832 25.564 -7.541
H 7.386 25.344 -10.821
H 8.338 26.385 -9.880
H 7.148 25.208 -6.771
H 7.858 26.652 -7.468
H 8.833 25.180 -7.343
O 2.440 21.632 -9.231
C 2.032 21.378 -8.088
N 2.174 20.185 -7.503
C 1.498 22.562 -7.220
H 3.006 19.814 -7.938
H 2.071 20.201 -6.499
H 0.618 22.968 -7.719
H 2.213 23.367 -7.389
H 1.189 22.346 -6.197
```

---

Record 6
C49H80N8O4S3Si5SnTe | wB97M-V/def2-TZVPD

As for the HOMO-LUMO gap: 0.171 Eh. Its total charge is -2. The multiplicity is 1. For the energy, the calculation gives -157254.8447 eV. For the HOMO energy, the calculation gives -0.037 Ha. Its energy relative to the best compared isomer or geometry (same formula, charge and spin) is 8.8 kcal/mol. The calculation puts the max |F| at 0.990 eV Å⁻¹.

XYZ file:
```
151
C49H80N8O4S3Si5SnTe, DFT wB97M-V/def2-TZVPD
Sn 0.215 0.051 -0.211
C -3.307 0.771 3.427
C -2.266 1.351 2.715
N -2.337 1.511 1.406
C -3.414 1.068 0.779
C -4.473 0.524 1.502
N -4.429 0.379 2.825
C -3.402 1.191 -0.716
C -4.514 0.844 -1.481
C -4.429 0.866 -2.861
C -3.246 1.307 -3.420
C -2.215 1.724 -2.590
N -2.269 1.631 -1.268
C -0.945 2.277 -3.164
C -0.824 2.690 -4.493
N 0.320 3.153 -4.992
C 1.349 3.223 -4.147
C 1.225 2.854 -2.817
N 0.082 2.377 -2.340
C -5.559 0.447 -3.736
C -5.323 -0.080 -4.998
C -6.397 -0.419 -5.806
N -7.675 -0.278 -5.451
C -7.893 0.206 -4.227
C -6.886 0.575 -3.348
H -3.249 0.629 4.501
H -1.355 1.703 3.195
H -5.386 0.186 1.026
H -5.422 0.503 -1.002
H -3.114 1.302 -4.493
H -1.667 2.662 -5.173
H 2.290 3.586 -4.547
H 2.046 2.931 -2.109
H -4.307 -0.261 -5.336
H -6.223 -0.834 -6.794
H -8.934 0.310 -3.935
H -7.143 0.982 -2.378
C 4.350 -2.558 0.979
C 3.408 -1.572 0.294
S 1.985 -1.169 1.263
C 3.679 -1.086 -0.925
C 4.932 -1.463 -1.685
S 2.599 0.030 -1.775
H 3.896 -2.929 1.897
H 5.303 -2.087 1.244
H 4.562 -3.418 0.336
H 5.674 -1.956 -1.052
H 5.386 -0.565 -2.114
H 4.693 -2.137 -2.518
C -5.473 -2.994 1.758
C -4.310 -3.402 0.864
C -4.283 -2.518 -0.389
C -4.445 -4.866 0.458
O -3.129 -3.256 1.644
Si -1.589 -2.813 1.127
O -1.488 -1.251 0.871
O -1.286 -3.749 -0.217
C -0.339 -4.782 -0.493
C -0.516 -5.958 0.470
C 1.084 -4.227 -0.403
C -0.625 -5.250 -1.913
O -0.603 -3.440 2.315
C -0.649 -3.234 3.727
C -1.035 -1.787 4.050
C 0.746 -3.531 4.255
C -1.662 -4.198 4.346
H -6.417 -3.026 1.204
H -5.312 -1.982 2.140
H -5.542 -3.672 2.615
H -5.242 -2.564 -0.914
H -3.486 -2.833 -1.069
H -4.067 -1.483 -0.102
H -5.402 -5.043 -0.043
H -4.380 -5.506 1.343
H -3.633 -5.131 -0.224
H -0.370 -5.622 1.498
H 0.213 -6.740 0.241
H -1.523 -6.377 0.380
H 1.274 -3.827 0.595
H 1.215 -3.410 -1.122
H 1.814 -5.014 -0.622
H -1.645 -5.645 -1.980
H 0.080 -6.033 -2.206
H -0.539 -4.409 -2.604
H -0.365 -1.102 3.520
H -0.971 -1.603 5.126
H -2.055 -1.582 3.704
H 1.462 -2.846 3.795
H 1.030 -4.557 3.997
H 0.775 -3.414 5.343
H -2.631 -4.068 3.861
H -1.765 -4.008 5.419
H -1.336 -5.233 4.198
C 5.381 2.150 0.284
Si 4.695 3.673 1.133
C 4.175 4.887 -0.205
C 6.138 4.487 2.035
Si 2.853 3.153 2.441
Te 0.890 2.582 1.055
Si 2.103 5.105 3.464
C 0.696 4.678 4.635
C 1.386 6.285 2.189
C 3.326 6.138 4.464
Si 3.548 1.704 4.126
C 2.099 1.028 5.100
C 4.532 0.244 3.512
C 4.667 2.606 5.351
H 6.073 2.418 -0.522
H 4.564 1.550 -0.146
H 5.913 1.509 0.997
H 4.914 4.944 -1.013
H 4.035 5.893 0.210
H 3.214 4.574 -0.633
H 6.936 4.740 1.327
H 6.559 3.819 2.798
H 5.824 5.408 2.544
H -0.044 4.078 4.092
H 0.199 5.578 5.019
H 1.045 4.085 5.490
H 0.771 5.718 1.482
H 2.176 6.787 1.615
H 0.760 7.051 2.663
H 3.761 5.568 5.296
H 2.819 7.017 4.878
H 4.156 6.486 3.836
H 1.460 0.435 4.434
H 1.483 1.827 5.531
H 2.442 0.377 5.912
H 3.953 -0.283 2.751
H 4.746 -0.455 4.331
H 5.485 0.553 3.063
H 4.146 3.451 5.821
H 5.556 3.010 4.848
H 5.001 1.925 6.142
C 2.760 -0.055 -5.600
C 1.269 -0.170 -5.643
C 0.525 0.132 -6.748
C -0.868 0.006 -6.645
N -1.479 -0.454 -5.576
C -0.734 -0.830 -4.477
S -1.407 -1.501 -3.111
N 0.638 -0.624 -4.545
C -1.752 0.429 -7.786
H 3.101 0.659 -6.351
H 3.208 -1.030 -5.809
H 3.093 0.244 -4.603
H 0.999 0.495 -7.649
H 1.195 -0.751 -3.670
H -1.183 0.563 -8.707
H -2.238 1.376 -7.536
H -2.534 -0.315 -7.939
```